[1]
Molecular formula: C44H67BBrF2IrN3O2P2
Method: DFT, ωB97M-V with the def2-TZVPD basis set

Properties
spin multiplicity = 5
orbital gap (alpha / beta) = 3.3662 / 7.0594 eV
E_HOMO (alpha / beta) = -1.3385 / -5.0360 eV
net charge = -1

Each line ends with the Löwdin spin population.
Geometry (Å):
1 Ir 1.23 -0.33 0.77  2.06
2 C 0.65 -1.69 2.38  0.14
3 H -0.38 -1.45 2.64  0.02
4 H 1.33 -1.33 3.15  0.02
5 C 4.77 -1.74 -3.75  0.00
6 C 4.13 -2.85 -2.92  0.00
7 C 2.67 -2.51 -2.56  0.00
8 C 2.43 -0.99 -2.52  0.02
9 C 3.68 -0.33 -1.93  0.01
10 C 4.86 -0.45 -2.91  0.00
11 P 0.93 -0.46 -1.58  0.13
12 C 0.48 1.20 -2.33  0.02
13 C 1.36 2.32 -1.76  0.01
14 C 0.87 3.67 -2.26  0.00
15 C 0.92 3.77 -3.80  0.00
16 C 1.28 2.43 -4.43  0.00
17 C 0.41 1.31 -3.88  0.00
18 C -0.51 -1.53 -2.08  0.02
19 C -0.45 -2.96 -1.52  0.01
20 C -1.85 -3.60 -1.52  0.00
21 C -2.72 -3.06 -2.66  0.00
22 C -1.84 -2.77 -3.87  0.00
23 C -0.88 -1.60 -3.57  0.00
24 H 4.16 -1.56 -4.64  0.00
25 H 5.76 -2.04 -4.10  0.00
26 H 4.71 -2.99 -2.01  0.00
27 H 4.15 -3.80 -3.46  0.00
28 H 2.45 -2.93 -1.57  0.00
29 H 1.98 -2.98 -3.27  0.00
30 H 2.30 -0.61 -3.54  0.00
31 H 3.92 -0.83 -0.99  0.00
32 H 3.52 0.71 -1.67  0.00
33 H 5.79 -0.45 -2.33  0.00
34 H 4.90 0.42 -3.56  0.00
35 H -0.53 1.36 -1.92  0.00
36 H 2.40 2.18 -2.05  0.00
37 H 1.38 2.29 -0.68  0.01
38 H 1.47 4.46 -1.80  0.00
39 H -0.16 3.82 -1.91  0.00
40 H 1.65 4.53 -4.11  0.00
41 H -0.05 4.10 -4.19  0.00
42 H 2.33 2.20 -4.26  0.00
43 H 1.15 2.48 -5.52  0.00
44 H 0.69 0.37 -4.36  0.00
45 H -0.63 1.49 -4.18  0.00
46 H -1.33 -1.03 -1.55  0.00
47 H -0.05 -2.96 -0.51  0.01
48 H 0.22 -3.56 -2.13  0.00
49 H -2.34 -3.42 -0.56  0.00
50 H -1.74 -4.68 -1.62  0.00
51 H -3.24 -2.15 -2.36  0.00
52 H -3.50 -3.79 -2.92  0.00
53 H -2.44 -2.53 -4.75  0.00
54 H -1.27 -3.67 -4.12  0.00
55 H -1.35 -0.67 -3.88  0.00
56 H 0.02 -1.72 -4.18  0.00
57 Br 8.33 -2.24 1.78  0.00
58 C 7.40 -0.65 1.22  0.04
59 C 8.16 0.40 0.74  0.23
60 N 7.56 1.56 0.33  0.05
61 C 6.25 1.63 0.41  0.05
62 C 5.39 0.60 0.89  0.14
63 C 6.04 -0.61 1.32  0.17
64 C 3.98 0.76 0.86  0.15
65 O 3.37 1.76 0.39  0.14
66 O 3.26 -0.28 1.33  0.22
67 H 9.24 0.34 0.67  0.02
68 H 5.79 2.55 0.07  0.00
69 H 5.45 -1.44 1.70  0.01
70 C -3.09 -2.16 4.18  0.00
71 C -3.71 -1.67 2.87  0.00
72 C -5.23 -1.81 2.92  0.00
73 C -3.18 -2.56 1.74  0.00
74 P -3.00 0.04 2.48  0.00
75 C -4.02 0.50 1.02  0.00
76 C -5.34 0.95 1.00  0.00
77 C -5.98 1.24 -0.20  0.00
78 C -5.31 1.09 -1.41  0.00
79 C -4.00 0.63 -1.41  0.00
80 C -3.36 0.36 -0.21  0.00
81 C -3.47 1.25 3.85  0.00
82 C -4.77 1.05 4.62  0.00
83 C -3.46 2.66 3.24  0.00
84 C -2.30 1.17 4.85  0.00
85 H -3.29 -3.23 4.30  0.00
86 H -3.51 -1.65 5.05  0.00
87 H -2.01 -2.02 4.19  0.00
88 H -5.48 -2.87 3.07  0.00
89 H -5.69 -1.50 1.99  0.00
90 H -5.68 -1.25 3.74  0.00
91 H -3.43 -3.60 1.94  0.00
92 H -2.10 -2.48 1.63  0.00
93 H -3.64 -2.29 0.78  0.00
94 H -5.89 1.07 1.92  0.00
95 H -7.00 1.60 -0.19  0.00
96 H -5.81 1.32 -2.34  0.00
97 H -3.46 0.50 -2.35  0.00
98 H -2.34 0.01 -0.20  0.01
99 H -5.65 1.08 3.97  0.00
100 H -4.88 1.85 5.36  0.00
101 H -4.79 0.10 5.16  0.00
102 H -4.32 2.84 2.60  0.00
103 H -2.56 2.83 2.66  0.00
104 H -3.48 3.39 4.05  0.00
105 H -2.20 0.18 5.29  0.00
106 H -2.46 1.89 5.66  0.00
107 H -1.35 1.42 4.35  0.00
108 N 2.26 1.56 3.18  0.01
109 C 1.28 2.26 2.54  0.02
110 C 1.06 3.62 2.83  0.00
111 C 0.03 4.29 2.22  0.00
112 C -0.80 3.60 1.32  0.00
113 C -0.51 2.27 1.09  0.02
114 N 0.51 1.61 1.67  0.10
115 H 3.00 2.13 3.57  0.00
116 H 2.63 0.76 2.66  0.00
117 H 1.73 4.12 3.52  0.00
118 H -0.14 5.34 2.42  0.00
119 H -1.63 4.07 0.82  0.00
120 H -1.11 1.69 0.41  0.01
121 F -0.06 -3.97 1.56  0.01
122 B 0.92 -3.12 1.97  0.06
123 F 2.13 -3.69 1.95  0.02

[2]
Molecular formula: C44H67BrIN9O7PS3
Method: DFT, ωB97M-V with the def2-TZVPD basis set

Properties
spin multiplicity = 1
orbital gap = 5.4488 eV
E_HOMO = -10.2548 eV
net charge = +1

Each line ends with the Löwdin charge.
Geometry (Å):
1 O -5.08 4.29 -0.68  0.02
2 C -5.24 3.20 -0.06  -0.37
3 O -5.56 3.30 1.32  0.03
4 C -5.14 1.78 -0.81  -0.08
5 C -5.53 0.58 0.20  -0.14
6 C -5.14 -0.89 -0.38  -0.15
7 O -4.10 -1.54 0.40  -0.05
8 C -2.98 -1.91 -0.39  -0.34
9 O -2.62 -3.11 -0.37  0.13
10 C -2.24 -0.76 -1.23  0.06
11 C -1.68 0.50 -0.44  -0.04
12 C -1.87 0.47 1.15  -0.15
13 C -1.15 1.68 1.93  -0.19
14 C -1.58 1.51 3.50  -0.23
15 C -0.88 0.25 4.21  -0.45
16 S -1.87 -1.32 4.19  0.91
17 C -3.65 -0.98 4.50  -0.52
18 N -4.53 -2.12 4.29  -0.02
19 N -5.82 -1.71 4.58  0.01
20 C -5.69 -0.34 4.98  -0.11
21 O -4.35 0.18 4.92  -0.04
22 C -0.98 1.60 -1.26  0.01
23 N -0.85 1.57 -2.72  -0.29
24 P -0.03 2.88 -3.65  0.60
25 O 1.32 2.21 -4.51  -0.41
26 Br 0.93 4.37 -2.22  0.33
27 C -1.39 0.42 -3.47  -0.50
28 I -1.28 0.30 -5.66  0.96
29 C -2.09 -0.80 -2.77  -0.12
30 C -2.66 -2.09 -3.53  -0.19
31 C -1.63 -3.32 -3.68  -0.22
32 C -0.24 -3.17 -2.86  -0.50
33 S 1.00 -2.20 -3.84  0.79
34 C 2.28 -1.46 -2.70  -0.99
35 S 2.21 -1.87 -1.08  0.65
36 N 3.27 -0.59 -3.35  -0.20
37 C 4.41 -1.35 -3.94  -0.14
38 C 5.68 -1.53 -2.99  -0.16
39 O 6.17 -0.18 -2.70  -0.18
40 C 5.16 0.38 -1.83  -0.20
41 C 3.71 0.55 -2.49  -0.18
42 H -5.35 4.21 1.64  0.09
43 H -5.87 1.86 -1.70  0.14
44 H -4.09 1.66 -1.27  0.11
45 H -5.06 0.77 1.23  0.11
46 H -6.68 0.62 0.32  0.13
47 H -4.94 -0.86 -1.51  0.13
48 H -6.09 -1.53 -0.24  0.15
49 H -2.99 0.53 1.36  0.11
50 H -1.38 -0.50 1.52  0.12
51 H -0.01 1.67 1.86  0.13
52 H -1.55 2.72 1.63  0.12
53 H -1.20 2.44 4.06  0.12
54 H -2.72 1.48 3.50  0.10
55 H -0.56 0.44 5.29  0.09
56 H 0.10 0.02 3.63  0.10
57 H -6.64 0.20 5.29  0.13
58 H -0.56 2.50 -0.66  0.09
59 H 1.06 2.20 -5.46  0.02
60 H -3.55 -2.49 -2.91  0.12
61 H -3.13 -1.78 -4.55  0.09
62 H -2.09 -4.31 -3.30  0.13
63 H -1.42 -3.42 -4.81  0.11
64 H -0.37 -2.83 -1.78  0.05
65 H 0.18 -4.25 -2.79  0.10
66 H 4.04 -2.41 -4.22  0.12
67 H 4.75 -0.82 -4.90  0.14
68 H 6.50 -2.12 -3.55  0.10
69 H 5.44 -2.05 -1.99  0.12
70 H 5.52 1.44 -1.54  0.12
71 H 5.13 -0.21 -0.84  0.12
72 H 2.98 0.81 -1.63  0.10
73 H 3.75 1.49 -3.16  0.12
74 C -6.54 -2.33 8.24  -0.11
75 C -7.99 -2.78 8.43  -0.27
76 C -8.89 -1.66 8.95  -0.19
77 C -8.40 -1.20 10.30  -0.21
78 N -8.01 -0.83 11.35  0.13
79 H -6.09 -2.04 9.19  0.07
80 H -5.94 -3.15 7.84  0.08
81 H -6.47 -1.49 7.55  0.05
82 H -8.01 -3.63 9.11  0.11
83 H -8.37 -3.13 7.46  0.11
84 H -9.92 -2.03 9.06  0.11
85 H -8.90 -0.81 8.26  0.11
86 C 2.17 6.31 1.35  -0.12
87 C 3.52 6.03 2.00  -0.26
88 C 4.63 5.78 0.98  -0.18
89 C 4.29 4.58 0.15  -0.19
90 N 4.01 3.63 -0.51  0.14
91 H 1.82 5.45 0.77  0.04
92 H 1.42 6.51 2.12  0.02
93 H 2.23 7.18 0.69  0.08
94 H 3.43 5.17 2.67  0.11
95 H 3.80 6.89 2.62  0.11
96 H 5.58 5.60 1.49  0.12
97 H 4.76 6.65 0.32  0.12
98 C 10.14 -5.86 -1.97  -0.11
99 C 9.93 -5.03 -3.23  -0.27
100 C 8.95 -3.87 -3.02  -0.20
101 C 7.60 -4.41 -2.62  -0.24
102 N 6.55 -4.84 -2.29  0.14
103 H 9.22 -6.34 -1.64  0.07
104 H 10.87 -6.65 -2.15  0.07
105 H 10.52 -5.23 -1.15  0.08
106 H 9.57 -5.68 -4.03  0.11
107 H 10.89 -4.62 -3.56  0.11
108 H 8.84 -3.30 -3.95  0.08
109 H 9.31 -3.19 -2.25  0.12
110 C -4.34 6.70 2.24  -0.11
111 C -4.15 6.44 3.73  -0.27
112 C -2.89 7.11 4.29  -0.17
113 C -1.67 6.57 3.60  -0.18
114 N -0.72 6.15 3.05  0.15
115 H -3.52 6.28 1.65  0.07
116 H -5.26 6.23 1.88  0.06
117 H -4.40 7.77 2.03  0.09
118 H -4.11 5.36 3.90  0.11
119 H -5.03 6.82 4.26  0.11
120 H -2.81 6.91 5.36  0.12
121 H -2.94 8.19 4.15  0.12
122 C 3.89 -4.58 -7.42  -0.11
123 C 4.84 -5.77 -7.38  -0.27
124 C 5.62 -5.88 -6.07  -0.17
125 C 6.44 -4.64 -5.86  -0.18
126 N 7.10 -3.67 -5.69  0.16
127 H 4.42 -3.63 -7.33  0.07
128 H 3.34 -4.56 -8.36  0.07
129 H 3.16 -4.64 -6.60  0.07
130 H 5.55 -5.68 -8.22  0.11
131 H 4.27 -6.69 -7.54  0.11
132 H 6.28 -6.75 -6.09  0.12
133 H 4.93 -5.99 -5.23  0.12

[3]
Molecular formula: C44H67ClF3NO4Si
Method: DFT, ωB97M-V with the def2-TZVPD basis set

Properties
spin multiplicity = 1
SMILES string = CC[C@@H](Cl)C1=C(C(=O)NC(=O)F)C(=O)c2ccc(C(F)(F)CC[Si](C)(C)c3ccccc3)cc2C1=O.CCCCCC.CCCCCC.CCCCCC
orbital gap = 7.9379 eV
E_HOMO = -9.3385 eV

Each line ends with the Löwdin charge.
Geometry (Å):
1 C 5.00 -3.64 1.40  -0.12
2 C 5.17 -3.11 -0.04  -0.26
3 C 4.26 -3.85 -1.02  -0.57
4 Cl 2.56 -3.79 -0.40  0.69
5 C 4.20 -3.28 -2.41  -0.10
6 C 4.11 -4.06 -3.50  -0.01
7 C 4.07 -5.55 -3.49  -0.37
8 O 5.02 -6.23 -3.31  0.20
9 N 2.76 -6.09 -3.83  0.17
10 C 2.18 -6.87 -2.81  -0.55
11 O 1.27 -6.56 -2.15  0.19
12 F 2.76 -8.05 -2.66  0.15
13 C 4.07 -3.48 -4.87  -0.28
14 O 4.55 -4.06 -5.81  0.16
15 C 3.39 -2.17 -4.97  -0.09
16 C 2.71 -1.79 -6.12  0.03
17 C 2.08 -0.54 -6.14  0.01
18 C 2.13 0.28 -5.02  -0.10
19 C 1.44 1.64 -5.02  -0.49
20 F 2.27 2.49 -4.33  0.06
21 F 1.37 2.11 -6.29  0.09
22 C 0.08 1.71 -4.38  -0.12
23 C -0.85 0.49 -4.63  -0.21
24 Si -1.11 -0.70 -3.19  0.61
25 C -0.01 -2.22 -3.35  -0.14
26 C -0.78 0.11 -1.53  -0.16
27 C -2.89 -1.34 -3.21  -0.25
28 C -3.73 -1.29 -2.10  -0.10
29 C -5.03 -1.80 -2.17  -0.09
30 C -5.52 -2.34 -3.36  -0.09
31 C -4.69 -2.40 -4.47  -0.08
32 C -3.39 -1.90 -4.39  -0.10
33 C 2.82 -0.11 -3.87  0.08
34 C 3.46 -1.35 -3.86  -0.07
35 C 4.23 -1.80 -2.67  -0.27
36 O 4.89 -1.03 -2.02  0.15
37 H 4.69 -4.67 1.43  0.07
38 H 4.28 -3.01 1.92  0.06
39 H 5.93 -3.54 1.95  0.07
40 H 6.21 -3.24 -0.32  0.12
41 H 4.93 -2.06 -0.02  0.09
42 H 4.55 -4.89 -1.03  0.11
43 H 2.87 -6.65 -4.68  0.15
44 H 2.70 -2.45 -6.97  0.13
45 H 1.56 -0.22 -7.03  0.12
46 H 0.22 1.94 -3.33  0.10
47 H -0.41 2.57 -4.82  0.12
48 H -1.83 0.90 -4.87  0.08
49 H -0.55 -0.06 -5.52  0.07
50 H 0.79 -2.12 -2.62  0.00
51 H -0.55 -3.12 -3.08  0.04
52 H 0.43 -2.32 -4.34  0.02
53 H -1.21 1.11 -1.53  0.04
54 H 0.30 0.25 -1.40  0.02
55 H -1.19 -0.45 -0.70  0.03
56 H -3.38 -0.88 -1.17  0.08
57 H -5.69 -1.77 -1.32  0.10
58 H -6.52 -2.72 -3.43  0.10
59 H -5.04 -2.83 -5.40  0.10
60 H -2.76 -1.96 -5.27  0.10
61 H 2.88 0.52 -2.99  0.13
62 C -7.55 0.19 4.31  -0.11
63 C -6.25 -0.15 3.60  -0.27
64 C -5.38 1.07 3.30  -0.23
65 C -6.02 2.10 2.36  -0.23
66 C -6.44 1.55 1.00  -0.26
67 C -5.27 1.01 0.18  -0.12
68 H -8.19 0.82 3.70  0.06
69 H -8.11 -0.72 4.54  0.07
70 H -7.36 0.71 5.25  0.07
71 H -6.46 -0.70 2.68  0.10
72 H -5.67 -0.83 4.24  0.10
73 H -4.43 0.74 2.88  0.10
74 H -5.13 1.57 4.24  0.10
75 H -5.31 2.92 2.22  0.11
76 H -6.89 2.55 2.85  0.10
77 H -6.92 2.36 0.44  0.11
78 H -7.19 0.77 1.12  0.10
79 H -4.51 1.79 0.02  0.08
80 H -5.61 0.68 -0.80  0.06
81 H -4.79 0.16 0.67  0.06
82 C -3.91 1.13 9.54  -0.11
83 C -2.60 0.79 8.84  -0.27
84 C -1.73 2.01 8.55  -0.23
85 C -2.36 3.05 7.63  -0.23
86 C -2.78 2.53 6.26  -0.28
87 C -1.62 1.99 5.43  -0.11
88 H -4.54 1.77 8.94  0.06
89 H -4.48 0.22 9.76  0.07
90 H -3.72 1.63 10.49  0.07
91 H -2.82 0.26 7.91  0.10
92 H -2.03 0.10 9.46  0.10
93 H -0.78 1.68 8.13  0.10
94 H -1.48 2.50 9.50  0.11
95 H -1.65 3.87 7.49  0.11
96 H -3.23 3.50 8.12  0.10
97 H -3.26 3.34 5.71  0.10
98 H -3.54 1.74 6.37  0.09
99 H -0.86 2.77 5.28  0.08
100 H -1.97 1.67 4.44  0.06
101 H -1.14 1.14 5.90  0.07
102 C 7.64 4.05 -0.92  -0.11
103 C 6.45 4.21 0.03  -0.27
104 C 5.71 2.91 0.29  -0.23
105 C 5.07 2.26 -0.94  -0.23
106 C 4.08 3.15 -1.69  -0.26
107 C 2.87 3.55 -0.86  -0.10
108 H 7.32 3.72 -1.91  0.06
109 H 8.16 5.00 -1.05  0.07
110 H 8.35 3.33 -0.54  0.07
111 H 5.77 4.97 -0.37  0.10
112 H 6.82 4.61 0.98  0.10
113 H 4.94 3.09 1.05  0.10
114 H 6.40 2.19 0.74  0.11
115 H 4.56 1.35 -0.63  0.10
116 H 5.86 1.95 -1.63  0.10
117 H 3.74 2.61 -2.57  0.07
118 H 4.58 4.05 -2.06  0.10
119 H 2.33 2.67 -0.50  0.07
120 H 2.17 4.15 -1.45  0.07
121 H 3.15 4.15 0.01  0.07

How do the records compare in E? In the order shown, they have -5617.354750 -7143.267635 -3121.833241 Eh.